a) A cluster of 2 separate species, C3H9N2O3 in total, computed with wB97M-V/def2-TZVPD.

Last column: Mulliken charge in e.
CARTESIAN COORDINATES (ANGSTROEM)
C: -0.00603 -0.75302 0.86562  -0.5882
N: -0.09870 -2.13130 0.39663  -0.4594
C: -0.23684 -2.23088 -1.08442  0.5902
O: -0.84346 -1.27380 -1.60747  -0.7299
O: 0.23493 -3.26833 -1.54874  -0.7484
C: 1.35532 -0.04367 0.61221  -0.3836
N: 1.21992 1.14953 -0.26211  -0.7833
H: -0.18867 -0.81226 1.94565  0.2873
H: -0.74241 -0.25588 0.25351  0.3612
H: 0.71750 -2.69924 0.60410  0.2415
H: 1.83313 0.26887 1.53766  0.3312
H: 1.96992 -0.73219 0.02823  0.3342
H: 0.66390 1.84013 0.24213  0.2173
H: 0.60475 0.87699 -1.00749  0.3391
H: -2.11679 2.86839 0.28486  0.3298
H: -2.12089 3.48401 -1.09507  0.3281
O: -2.24558 3.71264 -0.16531  -0.6673

Results
**Charge**: -1
**Gap between HOMO and LUMO**: 7.799 eV


b) A cluster of 2 separate species, C3H9N2O3 in total, computed with wB97M-V/def2-TZVPD.

Last column: Mulliken charge in e.
CARTESIAN COORDINATES (ANGSTROEM)
C: 1.41554 1.00503 -0.13386  -0.5469
N: 1.08114 -0.27006 0.41164  -0.2833
C: -0.18975 -0.48060 1.02004  0.6159
O: -0.88490 0.53646 1.21013  -0.7125
O: -0.43261 -1.68041 1.30593  -0.8662
C: 0.75233 1.33382 -1.48239  -0.5495
N: 1.65987 1.60630 -2.61608  -0.6609
H: 2.49269 1.12774 -0.22513  0.4009
H: 0.98180 1.69011 0.59173  0.2519
H: 1.46345 -1.07527 -0.05756  0.2027
H: 0.02959 0.60410 -1.80518  0.4241
H: 0.12699 2.21430 -1.38747  0.2878
H: 2.14181 0.75793 -2.88871  0.2276
H: 2.33893 2.31326 -2.37234  0.2332
H: -3.27677 -1.01812 0.59543  0.2864
H: -2.12489 -1.92735 1.01698  0.3943
O: -2.99474 -1.93302 0.53707  -0.7055

Results
**Charge**: -1
**Gap between HOMO and LUMO**: 8.357 eV


Q: Which of them is the most stable? A: b).


a) The ion C5H13N2 with charge +1, computed with wB97M-V/def2-TZVPD.

Last column: Mulliken charge in e.
CARTESIAN COORDINATES (ANGSTROEM)
C: 1.47620 0.68079 -1.57032  -1.0886
C: 0.64723 -0.22836 -1.08347  0.7889
N: -0.52860 -0.66817 -1.76781  -0.5297
C: 0.78309 -0.89384 0.26419  -1.0548
C: -0.14873 -0.18871 1.26013  0.1331
C: 0.03609 1.33034 1.34816  -1.4237
N: -1.58877 -0.36529 0.71793  -0.3308
H: 2.30998 1.03357 -0.99668  0.2742
H: 1.41304 0.93552 -2.61879  0.2531
H: -0.59194 -1.67856 -1.82344  0.2412
H: -0.51861 -0.31838 -2.71903  0.2393
H: 0.50307 -1.95073 0.22972  0.4080
H: 1.77991 -0.78085 0.66950  0.3631
H: -0.21279 -0.64212 2.24467  0.4474
H: 1.09314 1.55434 1.31297  0.3421
H: -0.44768 1.87628 0.54806  0.4509
H: -0.30619 1.70919 2.30340  0.4131
H: -1.82613 -1.36245 0.69961  0.3316
H: -1.57863 -0.15859 -0.28790  0.3921
H: -2.29368 0.11601 1.26911  0.3496

Results
**Charge**: +1
**Gap between HOMO and LUMO**: 9.776 eV


b) A cluster of 2 separate species, C5H13N2 in total, computed with wB97M-V/def2-TZVPD.

Last column: Mulliken charge in e.
CARTESIAN COORDINATES (ANGSTROEM)
C: 0.98263 -3.06010 1.49358  -1.2032
C: 0.60162 -1.62539 1.60190  -0.1115
C: 1.02705 -0.69516 0.77807  -0.1446
N: 0.61305 0.70851 0.89749  -0.2966
H: 1.56665 -3.25328 0.59844  0.3276
H: 1.58529 -3.35495 2.35495  0.3182
H: 0.09876 -3.69709 1.44572  0.3295
H: -0.02631 -1.33810 2.43920  0.2670
H: 1.65505 -0.91305 -0.08268  0.3194
H: 0.16861 0.85346 1.80265  0.3558
H: 1.43898 1.31053 0.88432  0.3717
H: -0.09549 0.98630 0.02056  0.4462
C: -0.78452 0.58448 -2.29996  -0.9365
C: -1.40272 2.58906 -1.24168  -0.2070
N: -0.98011 1.40238 -1.11556  -0.3366
H: 0.25688 0.57131 -2.58798  0.3050
H: -1.37077 0.93121 -3.14336  0.3855
H: -1.08050 -0.44590 -2.09022  0.3036
H: -1.53275 3.19682 -0.35436  0.2454
H: -1.66243 2.97130 -2.22171  0.2610

Results
**Charge**: +1
**Gap between HOMO and LUMO**: 10.843 eV


c) A cluster of 2 separate species, C5H13N2 in total, computed with wB97M-V/def2-TZVPD.

Last column: Mulliken charge in e.
CARTESIAN COORDINATES (ANGSTROEM)
C: -2.26945 1.28056 0.07261  -0.1189
C: -1.77355 0.00601 0.03908  -0.2285
N: -0.52437 -0.28595 -0.69007  -0.2775
N: -3.42676 1.62220 0.79809  -0.4945
H: -1.70635 2.08869 -0.44307  0.2413
H: -2.18245 -0.87142 0.53934  0.3136
H: -0.54319 -1.07288 -1.33626  0.3895
H: -0.18623 0.51853 -1.22724  0.3493
H: 0.24981 -0.53301 -0.07971  0.1761
H: -3.68812 0.94223 1.51957  0.2507
H: -3.47552 2.55734 1.19255  0.2766
C: 2.05640 -1.85423 -0.19552  -0.9786
C: 2.32613 -0.49767 0.46240  0.0008
C: 2.21237 0.69563 -0.18833  -0.7882
H: 1.09235 -2.31747 0.10492  0.3093
H: 1.98092 -1.68590 -1.31918  0.2692
H: 2.85494 -2.56718 0.04433  0.3651
H: 2.64884 -0.44905 1.54049  0.2923
H: 2.35821 1.60558 0.42578  0.2509
H: 1.99602 0.81801 -1.25976  0.4012

Results
**Charge**: +1
**Gap between HOMO and LUMO**: 9.998 eV


Q: Which of them is the most stable? A: a).


a) The ion C5H13N2 with charge +1, computed with wB97M-V/def2-TZVPD.

Last column: Mulliken charge in e.
CARTESIAN COORDINATES (ANGSTROEM)
C: -0.25974 -0.16353 2.18034  -0.3311
C: 0.41485 -0.67260 0.88137  -0.9264
C: 0.10898 0.13764 -0.42046  0.1973
C: -1.27912 0.42101 -0.49938  -0.3381
C: 0.50956 -0.17096 -2.89896  -0.8054
N: 0.64925 -0.76552 -1.50973  -0.4183
N: 0.59369 0.79666 2.84329  -0.5187
H: -0.42543 -1.02000 2.83094  0.3645
H: -1.28713 0.14029 1.90301  0.2928
H: 1.48397 -0.75252 1.01051  0.4192
H: 0.03975 -1.68513 0.71155  0.3282
H: -1.90623 -0.22554 -1.10883  0.2683
H: -1.61298 1.42443 -0.25540  0.3369
H: 1.46531 -0.13838 -3.42253  0.3076
H: 0.23998 0.88588 -2.79976  0.2897
H: -0.28180 -0.65530 -3.47314  0.3375
H: -0.17708 -1.36251 -1.58872  0.3528
H: 0.83677 1.62630 2.32557  0.1824
H: 0.17145 1.12091 3.70279  0.2609
H: 0.71596 1.05887 -0.41248  0.3999

Results
**Charge**: +1
**Gap between HOMO and LUMO**: 5.726 eV


b) A cluster of 2 separate species, C5H13N2 in total, computed with wB97M-V/def2-TZVPD.

Last column: Mulliken charge in e.
CARTESIAN COORDINATES (ANGSTROEM)
C: -0.07073 1.35676 1.73325  -1.0712
C: 0.44975 0.13702 1.53763  -0.2616
N: 1.39508 -0.21111 0.58514  -0.0661
C: 2.55085 -1.01204 1.00869  -0.9390
H: 0.28156 2.19189 1.13455  0.3662
H: -0.79608 1.54515 2.50379  0.2712
H: 0.11185 -0.68517 2.16311  0.5231
H: 1.65871 0.56003 -0.00797  0.2502
H: 3.45597 -0.58666 0.58048  0.3163
H: 2.67505 -1.01826 2.08945  0.3267
H: 2.47345 -2.03755 0.64776  0.2809
C: -1.87169 0.67570 -2.34693  -0.7520
C: -1.30880 -1.09457 -0.81582  -0.0306
N: -1.32804 0.14136 -1.08889  0.1522
H: -1.08539 1.16846 -2.91271  0.3233
H: -2.63368 1.40781 -2.08489  0.3259
H: -2.31632 -0.13063 -2.91844  0.2969
H: -1.62884 -1.79508 -1.57604  0.2650
H: -0.97714 -1.44090 0.15127  0.2451
H: -1.03557 0.82778 -0.38344  0.1777

Results
**Charge**: +1
**Gap between HOMO and LUMO**: 7.553 eV


c) A structure of composition C5H13N2, computed with wB97M-V/def2-TZVPD.

Last column: Mulliken charge in e.
CARTESIAN COORDINATES (ANGSTROEM)
C: -0.14581 -1.57761 1.75761  -0.7670
C: -0.60546 -1.03092 0.71542  0.1505
C: 1.05331 -0.63614 -1.89911  -0.8608
C: 1.12444 1.17687 0.79933  -0.5567
C: -1.54979 0.96299 0.31095  -1.1651
N: -0.05790 0.14659 -1.35235  -0.4305
N: -0.32109 0.24402 0.08051  0.3858
H: -0.46166 -2.53921 2.20477  0.2971
H: 0.69046 -1.16208 2.43319  0.1146
H: -1.47725 -1.29389 0.10637  0.4293
H: 1.28308 -1.41286 -1.15316  0.3440
H: 0.65489 -1.25764 -2.90092  0.2813
H: 1.90277 -0.06633 -2.20272  0.3402
H: 1.87741 1.23703 0.04505  0.2928
H: 0.70162 2.12738 0.95160  0.2903
H: 1.51983 0.72309 1.69517  0.3113
H: -1.44586 1.99377 0.02048  0.4060
H: -2.23524 0.57091 -0.45175  0.5265
H: -1.94750 0.87157 1.31368  0.3604
H: -0.44314 0.85572 -1.99721  0.2501

Results
**Charge**: +1
**Gap between HOMO and LUMO**: 10.442 eV


d) The ion C5H13N2 with charge +1, computed with wB97M-V/def2-TZVPD.

Last column: Mulliken charge in e.
CARTESIAN COORDINATES (ANGSTROEM)
C: 2.70800 0.48555 1.38399  -0.7171
C: 1.39861 0.71681 1.40814  -0.2246
C: 0.66548 1.06149 0.14802  -0.9858
C: -0.08209 -0.06791 -0.55953  0.5674
N: -0.66773 0.25870 -1.85277  -0.7475
C: -1.11389 -0.71889 0.38535  -0.9586
N: -2.13884 -1.41423 -0.49640  -0.2596
H: 3.26404 0.25822 0.48025  0.2463
H: 3.23711 0.28896 2.30836  0.2972
H: 0.85983 0.23101 2.21910  0.3124
H: -0.01700 1.91377 0.26838  0.3719
H: 1.39270 1.44287 -0.56984  0.4443
H: 0.65042 -0.85844 -0.74175  0.3189
H: 0.05595 0.65255 -2.44435  0.3066
H: -1.35268 1.00564 -1.73312  0.2312
H: -0.70608 -1.58345 0.90411  0.3507
H: -1.56977 -0.08946 1.14593  0.3642
H: -2.70886 -0.81792 -1.10012  0.3521
H: -1.65988 -2.07266 -1.11271  0.3670
H: -2.82816 -1.92791 0.05779  0.3628

Results
**Charge**: +1
**Gap between HOMO and LUMO**: 9.087 eV


Q: Which of them is the most stable? A: d).


a) The ion C5H13N2 with charge +1, computed with wB97M-V/def2-TZVPD.

Last column: Mulliken charge in e.
CARTESIAN COORDINATES (ANGSTROEM)
N: 0.79347 -2.79424 0.75675  -0.4397
C: 0.21716 -1.59534 1.04109  0.0480
C: -0.55564 -0.85277 0.25277  -0.6123
C: -1.17972 0.52563 0.53804  -0.9678
C: -0.21700 1.79985 0.39746  -0.4654
C: 0.78902 1.75685 -0.63178  -0.3646
N: 0.13834 1.06946 -1.83559  -0.2511
H: 1.09791 -3.49580 1.39291  0.2317
H: 0.56576 -3.24693 -0.15979  0.1938
H: 0.20073 -1.39473 2.07925  0.3870
H: -0.80971 -1.50395 -0.68395  0.3168
H: -1.78861 0.46938 1.47536  0.4535
H: -1.89481 0.70549 -0.27444  0.3378
H: -0.88832 2.74752 0.24864  0.3010
H: 0.28394 1.89779 1.32747  0.3627
H: 1.14894 2.79874 -0.79751  0.3029
H: 1.58109 0.99093 -0.44019  0.3464
H: -0.10939 0.17887 -1.30895  0.0284
H: 0.58566 0.68662 -2.65268  0.3896
H: -0.81885 1.43419 -2.23976  0.4011

Results
**Charge**: +1
**Gap between HOMO and LUMO**: 8.730 eV


b) The ion C5H13N2 with charge +1, computed with wB97M-V/def2-TZVPD.

Last column: Mulliken charge in e.
CARTESIAN COORDINATES (ANGSTROEM)
C: -0.79904 1.40132 -0.76976  -1.3412
C: -0.86950 0.08913 -0.00907  0.4985
C: -2.01130 -0.61012 0.11111  -0.3421
N: -3.31729 -0.21580 0.01029  -0.5368
C: 0.41431 -0.60972 0.47726  -0.5161
C: 1.65272 0.19768 0.06821  -0.8488
N: 2.89983 -0.70756 0.15914  -0.2505
H: -0.12159 2.11482 -0.29417  0.2920
H: -0.35894 1.18522 -1.75226  0.3090
H: -1.76770 1.84671 -0.97002  0.3531
H: -1.90844 -1.64368 0.43731  0.3089
H: -3.96954 -0.38260 0.76163  0.2544
H: -3.51803 0.74738 -0.23107  0.2078
H: 0.44622 -1.65968 0.18631  0.5064
H: 0.32029 -0.54444 1.56446  0.2747
H: 1.62098 0.50647 -0.97056  0.4370
H: 1.78193 1.01755 0.76340  0.3265
H: 2.66502 -1.44314 -0.49437  0.3686
H: 3.74681 -0.22790 -0.14883  0.3567
H: 3.09325 -1.06161 1.10099  0.3418

Results
**Charge**: +1
**Gap between HOMO and LUMO**: 7.309 eV


Q: Which of them is the most stable? A: b).